[1]
{"formula": "C23H21ClO4S", "method": "ωB97M-V/def2-TZVPD", "symbols": ["C", "O", "C", "C", "C", "C", "C", "C", "C", "C", "C", "C", "C", "C", "C", "O", "C", "Cl", "S", "O", "O", "C", "C", "C", "C", "C", "C", "C", "C", "H", "H", "H", "H", "H", "H", "H", "H", "H", "H", "H", "H", "H", "H", "H", "H", "H", "H", "H", "H", "H"], "positions_angstrom": [[5.209, 3.752, 1.694], [5.067, 2.319, 1.648], [3.951, 1.774, 1.095], [3.792, 0.387, 1.279], [2.566, -0.193, 1.044], [1.458, 0.549, 0.621], [0.069, -0.103, 0.697], [-1.067, 0.893, 1.049], [-0.830, 2.108, 1.737], [-1.846, 3.001, 2.042], [-3.164, 2.620, 1.761], [-3.433, 1.393, 1.129], [-2.389, 0.552, 0.774], [-4.903, 1.207, 1.022], [-5.447, 2.500, 1.637], [-4.281, 3.332, 2.067], [-0.290, -1.000, -0.463], [-1.491, -2.277, 0.009], [1.053, -2.004, -1.285], [1.778, -1.103, -2.162], [1.716, -2.680, -0.185], [0.378, -3.323, -2.340], [0.116, -4.570, -1.772], [-0.376, -5.604, -2.573], [-0.599, -5.397, -3.941], [-0.287, -4.158, -4.506], [0.215, -3.123, -3.712], [1.694, 1.873, 0.225], [2.910, 2.511, 0.485], [6.180, 3.872, 2.174], [5.217, 4.181, 0.682], [4.414, 4.223, 2.293], [4.630, -0.187, 1.658], [2.482, -1.265, 1.184], [0.139, -0.786, 1.575], [0.188, 2.383, 2.010], [-1.649, 3.960, 2.516], [-2.656, -0.371, 0.272], [-5.211, 1.088, -0.019], [-5.243, 0.334, 1.586], [-6.070, 2.307, 2.522], [-6.018, 3.087, 0.909], [-0.667, -0.412, -1.322], [0.298, -4.742, -0.713], [-0.582, -6.576, -2.131], [-1.019, -6.195, -4.557], [-0.427, -3.993, -5.572], [0.482, -2.164, -4.152], [0.900, 2.444, -0.259], [3.042, 3.575, 0.268]], "max_force_ev_per_a": 2.15, "total_charge": 0, "lumo_energy_ev": 0.387, "spin_multiplicity": 1, "smiles": "COc1ccc([C@@H](c2ccc3c(c2)CCO3)[C@H](Cl)S(=O)(=O)c2ccccc2)cc1"}



[2]
{"formula": "C23H21CsN6O11", "method": "ωB97M-V/def2-TZVPD", "symbols": ["Cs", "O", "C", "N", "C", "O", "C", "C", "C", "C", "C", "N", "C", "C", "C", "C", "C", "N", "H", "H", "H", "H", "H", "H", "H", "H", "O", "C", "O", "C", "C", "C", "C", "C", "C", "O", "N", "O", "O", "N", "O", "O", "H", "H", "C", "O", "H", "H", "H", "H", "C", "N", "C", "C", "O", "H", "H", "H", "H", "H", "H", "H"], "positions_angstrom": [[-0.219, -0.489, 0.277], [-1.734, -5.428, 1.140], [-1.005, -4.453, 0.976], [-0.862, -3.357, 1.752], [-1.187, -3.425, 3.057], [-1.320, -4.398, 3.797], [-1.378, -2.059, 3.710], [-2.399, -1.914, 4.648], [-2.605, -0.677, 5.227], [-1.769, 0.376, 4.878], [-0.760, 0.131, 3.962], [-0.568, -1.054, 3.381], [-0.187, -4.427, -0.321], [-0.267, -5.534, -1.162], [0.475, -5.547, -2.329], [1.273, -4.453, -2.627], [1.285, -3.389, -1.739], [0.577, -3.373, -0.608], [-3.002, -2.778, 4.892], [-3.409, -0.528, 5.939], [-1.896, 1.365, 5.298], [-0.083, 0.925, 3.659], [-0.913, -6.349, -0.867], [0.432, -6.399, -2.999], [1.871, -4.410, -3.528], [1.891, -2.513, -1.952], [1.823, 3.405, -0.913], [0.859, 3.060, -0.203], [0.860, 2.243, 0.755], [-0.492, 3.698, -0.515], [-0.760, 4.978, -0.147], [-2.024, 5.556, -0.406], [-3.009, 4.826, -1.035], [-2.755, 3.518, -1.398], [-1.472, 2.881, -1.207], [-1.192, 1.736, -1.632], [-3.850, 2.800, -2.019], [-3.920, 1.593, -1.877], [-4.684, 3.449, -2.648], [-2.300, 6.904, -0.007], [-1.417, 7.540, 0.559], [-3.408, 7.383, -0.241], [-0.004, 5.572, 0.348], [-3.975, 5.261, -1.234], [-0.426, -0.760, -3.442], [0.544, 0.032, -2.793], [-0.965, -0.199, -4.213], [-1.176, -1.167, -2.750], [0.088, -1.599, -3.914], [0.079, 0.811, -2.424], [3.950, 1.239, 0.182], [4.212, 0.033, -0.579], [5.119, -0.933, -0.008], [3.619, -0.208, -1.767], [3.823, -1.202, -2.452], [4.890, 1.770, 0.368], [3.487, 1.000, 1.142], [3.265, 1.903, -0.349], [4.756, -1.262, 0.969], [6.113, -0.493, 0.125], [5.188, -1.788, -0.676], [2.909, 0.577, -2.064]], "relative_energy_kcal_mol": 0.69, "max_force_ev_per_a": 0.12, "total_charge": -2, "lumo_energy_ev": 3.889, "spin_multiplicity": 1}



[3]
{"formula": "C23H21CuN7", "method": "ωB97M-V/def2-TZVPD", "symbols": ["Cu", "C", "C", "N", "C", "C", "N", "C", "C", "C", "C", "C", "N", "C", "C", "N", "C", "C", "N", "C", "C", "C", "N", "C", "C", "H", "H", "H", "H", "H", "H", "H", "H", "H", "H", "H", "H", "C", "C", "C", "C", "C", "N", "H", "H", "H", "H", "H", "H", "H", "H", "H"], "positions_angstrom": [[0.242, -0.005, -0.024], [-0.115, 0.743, -4.293], [0.383, 0.737, -2.996], [-0.261, 0.087, -2.032], [-1.399, -0.560, -2.337], [-1.878, -0.533, -3.635], [-1.240, 0.115, -4.606], [-2.043, -1.260, -1.202], [-3.193, -2.016, -1.254], [-3.675, -2.610, -0.082], [-2.961, -2.418, 1.105], [-1.815, -1.655, 1.086], [-1.387, -1.096, -0.050], [-0.930, -1.367, 2.239], [-1.121, -1.829, 3.529], [-0.279, -1.531, 4.514], [0.765, -0.768, 4.223], [0.979, -0.289, 2.937], [0.132, -0.593, 1.958], [-4.909, -3.423, -0.100], [-5.182, -4.272, -1.164], [-6.350, -5.021, -1.127], [-7.235, -4.955, -0.134], [-6.966, -4.129, 0.877], [-5.818, -3.352, 0.947], [0.405, 1.266, -5.085], [1.298, 1.251, -2.732], [-2.796, -1.038, -3.908], [-3.737, -2.139, -2.180], [-3.302, -2.887, 2.017], [-1.967, -2.455, 3.784], [1.450, -0.526, 5.027], [1.828, 0.335, 2.692], [-4.489, -4.385, -1.989], [-6.584, -5.707, -1.932], [-7.704, -4.084, 1.668], [-5.664, -2.683, 1.785], [4.522, 2.682, -1.317], [3.866, 2.718, 0.076], [4.828, 2.181, 1.151], [3.385, 4.139, 0.423], [2.685, 1.837, 0.044], [1.762, 1.156, 0.023], [5.401, 3.326, -1.288], [3.849, 3.063, -2.085], [4.845, 1.675, -1.583], [5.705, 2.828, 1.167], [5.157, 1.166, 0.927], [4.373, 2.204, 2.142], [4.259, 4.789, 0.447], [2.906, 4.173, 1.402], [2.693, 4.523, -0.326]], "max_force_ev_per_a": 0.94, "total_charge": 2, "lumo_energy_ev": [-7.397, -7.825], "spin_multiplicity": 2}



[4]
{"formula": "C23H21F3N6O3S", "method": "ωB97M-V/def2-TZVPD", "symbols": ["O", "C", "N", "C", "C", "C", "C", "N", "S", "O", "O", "C", "C", "C", "C", "C", "C", "C", "F", "F", "F", "C", "C", "N", "C", "C", "N", "N", "N", "C", "C", "C", "C", "C", "C", "C", "H", "H", "H", "H", "H", "H", "H", "H", "H", "H", "H", "H", "H", "H", "H", "H", "H", "H", "H", "H", "H"], "positions_angstrom": [[-3.037, -2.032, -4.918], [-2.206, -1.379, -4.340], [-1.399, -1.995, -3.351], [-0.422, -1.415, -2.603], [0.302, -2.288, -1.612], [1.307, -1.481, -0.783], [0.596, -0.547, 0.194], [-0.323, -1.300, 1.024], [-0.911, -0.397, 2.297], [-1.981, -1.099, 2.931], [-1.148, 0.963, 1.902], [0.510, -0.362, 3.418], [0.828, 0.886, 3.924], [1.860, 1.042, 4.834], [2.582, -0.066, 5.244], [2.274, -1.318, 4.741], [1.231, -1.476, 3.831], [0.992, -2.860, 3.285], [-0.277, -3.181, 3.054], [1.466, -3.808, 4.113], [1.655, -3.047, 2.122], [-1.340, -1.992, 0.259], [-0.662, -3.006, -0.654], [-0.076, -0.176, -2.736], [-0.790, 0.502, -3.662], [-1.829, 0.005, -4.463], [-2.263, 1.026, -5.240], [-1.581, 2.063, -4.971], [-0.671, 1.793, -4.024], [0.226, 2.788, -3.502], [-0.043, 3.037, -2.039], [-1.310, 3.435, -1.631], [-1.571, 3.668, -0.293], [-0.568, 3.513, 0.648], [0.692, 3.107, 0.248], [0.953, 2.863, -1.090], [-1.600, -2.980, -3.216], [0.848, -3.043, -2.193], [1.930, -2.177, -0.220], [1.935, -0.885, -1.441], [1.320, -0.072, 0.859], [0.065, 0.242, -0.353], [0.246, 1.724, 3.576], [2.097, 2.021, 5.221], [3.388, 0.038, 5.953], [2.838, -2.181, 5.059], [-1.995, -2.483, 0.980], [-1.932, -1.279, -0.334], [-0.085, -3.698, -0.041], [-1.422, -3.577, -1.189], [1.256, 2.448, -3.647], [0.053, 3.693, -4.092], [-2.090, 3.562, -2.369], [-2.559, 3.973, 0.016], [-0.775, 3.698, 1.690], [1.477, 2.974, 0.979], [1.937, 2.539, -1.399]], "relative_energy_kcal_mol": 0.00, "max_force_ev_per_a": 1.41, "total_charge": 0, "lumo_energy_ev": 0.030, "spin_multiplicity": 1, "smiles": "O=c1[nH]c(C2CCN(S(=O)(=O)c3ccccc3C(F)(F)F)CC2)nc2c1nnn2Cc1ccccc1"}



[5]
{"formula": "C23H21FN4O7Ta", "method": "ωB97M-V/def2-TZVPD", "symbols": ["Ta", "O", "C", "O", "C", "C", "C", "C", "C", "N", "C", "O", "O", "H", "H", "H", "C", "C", "N", "C", "C", "C", "O", "O", "C", "O", "C", "C", "C", "F", "C", "C", "C", "N", "C", "C", "N", "C", "C", "H", "H", "H", "H", "H", "H", "H", "H", "H", "H", "H", "H", "H", "H", "H", "H", "H", "H"], "positions_angstrom": [[-0.926, 4.130, -0.038], [-1.142, 7.238, 2.619], [-1.448, 6.509, 1.753], [-0.654, 5.432, 1.337], [-2.681, 6.527, 0.907], [-3.735, 7.408, 1.000], [-4.849, 7.174, 0.192], [-4.875, 6.076, -0.666], [-3.766, 5.257, -0.698], [-2.701, 5.490, 0.068], [-3.554, 4.059, -1.569], [-4.320, 3.583, -2.329], [-2.299, 3.544, -1.329], [-3.688, 8.235, 1.695], [-5.699, 7.842, 0.240], [-5.723, 5.860, -1.302], [4.750, -1.047, 0.935], [4.092, -0.928, -0.427], [2.818, -0.154, -0.351], [2.922, 1.166, -0.397], [1.832, 2.017, -0.319], [2.096, 3.479, -0.385], [3.150, 3.984, -0.542], [0.959, 4.224, -0.125], [0.560, 1.459, -0.206], [-0.536, 2.217, -0.250], [0.428, 0.055, -0.160], [-0.831, -0.575, -0.067], [-0.926, -1.921, 0.008], [-2.158, -2.439, 0.080], [0.216, -2.790, 0.014], [1.455, -2.154, -0.103], [1.579, -0.763, -0.207], [0.143, -4.153, 0.123], [-1.062, -4.956, 0.344], [-1.121, -6.120, -0.629], [0.160, -6.948, -0.562], [1.146, -6.392, 0.426], [1.391, -4.918, 0.154], [5.685, -1.597, 0.836], [4.113, -1.575, 1.645], [4.985, -0.066, 1.347], [3.872, -1.895, -0.866], [4.723, -0.404, -1.143], [3.916, 1.582, -0.508], [-1.738, 0.012, -0.060], [2.350, -2.749, -0.100], [-1.957, -4.373, 0.184], [-1.101, -5.308, 1.378], [-1.223, -5.774, -1.654], [-1.955, -6.776, -0.392], [0.591, -6.985, -1.488], [-0.056, -7.916, -0.319], [2.074, -6.952, 0.334], [0.739, -6.567, 1.418], [1.928, -4.803, -0.794], [2.051, -4.562, 0.951]], "relative_energy_kcal_mol": 0.00, "max_force_ev_per_a": 1.35, "total_charge": 3, "lumo_energy_ev": -10.637, "spin_multiplicity": 1}



[6]
{"formula": "C23H21IO7", "method": "ωB97M-V/def2-TZVPD", "symbols": ["C", "C", "O", "O", "C", "C", "C", "C", "C", "O", "C", "O", "O", "C", "I", "H", "H", "H", "H", "H", "H", "H", "H", "H", "H", "H", "H", "H", "O", "C", "C", "C", "C", "C", "C", "C", "C", "O", "C", "C", "C", "C", "C", "C", "H", "H", "H", "H", "H", "H", "H", "H"], "positions_angstrom": [[-1.838, 2.520, -0.023], [-2.101, 0.944, 0.232], [-1.089, 0.210, 0.336], [-3.454, 0.520, 0.361], [-3.829, 0.304, 1.748], [-3.764, 1.625, 2.669], [-4.001, 1.238, 4.208], [-2.743, 0.559, 4.937], [-1.395, 1.418, 4.909], [-1.426, 2.839, 5.184], [-0.015, 3.174, 5.061], [0.692, 3.755, 5.893], [0.312, 2.609, 3.776], [-0.383, 1.321, 3.665], [0.849, -0.474, 3.905], [-1.506, 2.758, -1.087], [-1.066, 2.872, 0.756], [-2.825, 3.044, 0.268], [-3.252, -0.562, 2.223], [-4.941, -0.012, 1.731], [-4.668, 2.283, 2.360], [-2.838, 2.273, 2.503], [-4.395, 2.158, 4.754], [-4.857, 0.457, 4.240], [-3.017, 0.372, 6.047], [-2.514, -0.479, 4.505], [-0.783, 0.962, 5.784], [-0.987, 1.215, 2.705], [2.752, -1.043, -6.076], [2.669, -1.333, -4.895], [3.798, -1.996, -4.202], [4.972, -2.270, -4.905], [6.051, -2.856, -4.253], [5.963, -3.169, -2.898], [4.788, -2.913, -2.199], [3.701, -2.331, -2.852], [2.448, -2.079, -2.104], [2.345, -2.421, -0.938], [1.327, -1.398, -2.790], [0.154, -1.122, -2.085], [-0.892, -0.454, -2.712], [-0.770, -0.059, -4.043], [0.392, -0.345, -4.752], [1.442, -1.021, -4.128], [5.049, -2.024, -5.959], [6.965, -3.065, -4.800], [6.810, -3.614, -2.386], [4.723, -3.163, -1.145], [0.055, -1.423, -1.047], [-1.801, -0.237, -2.162], [-1.584, 0.471, -4.529], [0.479, -0.037, -5.789]], "max_force_ev_per_a": 5.65, "total_charge": 0, "lumo_energy_ev": -0.858, "spin_multiplicity": 1, "smiles": "CC(=O)OCCCC[C@@H]1OC(=O)O[C@H]1I.O=C1c2ccccc2C(=O)c2ccccc21"}



[7]
{"formula": "C23H21InN5O2", "method": "ωB97M-V/def2-TZVPD", "symbols": ["In", "C", "C", "C", "C", "C", "C", "N", "N", "C", "C", "C", "C", "C", "N", "H", "H", "H", "H", "H", "H", "H", "H", "H", "O", "C", "C", "C", "C", "N", "C", "C", "C", "C", "C", "C", "O", "C", "C", "N", "H", "H", "H", "H", "H", "H", "H", "H", "H", "H", "H", "H"], "positions_angstrom": [[-0.046, -0.155, -0.176], [-1.873, -2.809, -4.710], [-2.991, -2.977, -3.893], [-3.010, -2.448, -2.620], [-1.886, -1.741, -2.179], [-0.767, -1.570, -2.996], [-0.756, -2.103, -4.267], [-1.831, -1.161, -0.900], [-2.781, -1.246, -0.109], [-2.637, -0.565, 1.132], [-3.690, -0.617, 2.017], [-3.558, 0.057, 3.230], [-2.390, 0.752, 3.502], [-1.374, 0.758, 2.560], [-1.499, 0.101, 1.396], [-1.871, -3.231, -5.707], [-3.851, -3.521, -4.260], [-3.870, -2.561, -1.976], [0.104, -1.007, -2.647], [0.101, -1.974, -4.912], [-4.585, -1.161, 1.750], [-4.365, 0.037, 3.952], [-2.259, 1.291, 4.430], [-0.450, 1.292, 2.736], [4.783, -4.552, 2.135], [3.491, -5.071, 1.972], [2.606, -3.957, 1.499], [1.216, -4.058, 1.550], [0.451, -3.009, 1.096], [1.005, -1.888, 0.602], [2.348, -1.777, 0.542], [3.171, -2.789, 0.986], [2.861, -0.491, -0.015], [4.200, -0.251, -0.226], [4.629, 0.972, -0.746], [6.089, 1.217, -0.971], [6.736, -0.025, -0.968], [3.671, 1.945, -1.033], [2.349, 1.665, -0.813], [1.945, 0.471, -0.310], [5.359, -5.208, 2.544], [3.079, -5.498, 2.891], [3.460, -5.860, 1.206], [0.735, -4.942, 1.946], [-0.631, -3.052, 1.130], [4.247, -2.702, 0.968], [4.943, -1.004, -0.009], [6.437, 1.866, -0.153], [6.225, 1.775, -1.903], [7.671, 0.083, -1.178], [3.951, 2.912, -1.432], [1.582, 2.397, -1.027]], "max_force_ev_per_a": 1.20, "total_charge": 3, "lumo_energy_ev": -10.999, "spin_multiplicity": 1}



[8]
{"formula": "C23H21MoNSi", "method": "ωB97M-V/def2-TZVPD", "symbols": ["Mo", "C", "C", "C", "C", "C", "C", "H", "H", "H", "H", "H", "H", "N", "C", "C", "C", "C", "C", "C", "C", "C", "C", "H", "H", "H", "H", "C", "Si", "C", "C", "C", "C", "C", "C", "C", "H", "H", "H", "H", "H", "H", "H", "H", "H", "H", "H"], "positions_angstrom": [[1.348, -0.354, 0.541], [3.184, 1.228, 0.538], [3.561, -0.051, 0.052], [3.492, -1.169, 0.926], [2.857, -1.048, 2.171], [2.272, 0.185, 2.548], [2.537, 1.347, 1.765], [3.416, 2.113, -0.038], [4.122, -0.128, -0.869], [3.953, -2.104, 0.635], [2.815, -1.889, 2.850], [1.840, 0.290, 3.534], [2.264, 2.325, 2.138], [-5.245, -7.576, -0.941], [-4.524, -6.687, -0.850], [-3.619, -5.583, -0.728], [-4.046, -4.405, -0.105], [-3.171, -3.356, 0.043], [-1.856, -3.473, -0.448], [-1.441, -4.651, -1.102], [-2.320, -5.700, -1.232], [-0.940, -2.439, -0.245], [-0.119, -1.526, -0.050], [-5.060, -4.330, 0.261], [-3.489, -2.440, 0.523], [-0.437, -4.721, -1.496], [-2.015, -6.613, -1.724], [-1.250, 1.639, 1.681], [-0.374, 1.618, 0.026], [-1.473, 1.127, -1.404], [0.585, 3.148, -0.406], [1.310, 3.226, -1.602], [1.841, 4.434, -2.022], [1.641, 5.580, -1.259], [0.925, 5.517, -0.073], [0.403, 4.305, 0.359], [-2.155, 2.245, 1.569], [-0.648, 2.078, 2.478], [-1.563, 0.641, 1.991], [-2.120, 1.987, -1.608], [-2.092, 0.264, -1.161], [-0.913, 0.912, -2.314], [1.447, 2.342, -2.218], [2.397, 4.490, -2.948], [2.040, 6.528, -1.596], [0.765, 6.409, 0.517], [-0.148, 4.266, 1.292]], "relative_energy_kcal_mol": 33.74, "max_force_ev_per_a": 1.43, "total_charge": 2, "lumo_energy_ev": [-9.388, -9.211], "spin_multiplicity": 3}